# 1
# C40H60N10

A cluster of 10 separate species, C40H60N10 in total in a non-equilibrium geometry (the ωB97M-V functional and the def2-TZVPD basis, the Open Molecules 2025 dataset).

- SMILES = c1cc[nH]c1.c1cc[nH]c1.c1cc[nH]c1.c1cc[nH]c1.c1cc[nH]c1.CCCC#N.CCCC#N.CCCC#N.CCCC#N.CCCC#N
- largest force on an atom (eV Å⁻¹) = 5.7
- calculated total energy (Ha) = -2107.52057
- energy above the lowest of the compared OMol25 structures with the same formula, charge and spin (kcal/mol) = 0.0
- HOMO-LUMO gap (Ha) = 0.2932

Structure (XYZ):
```
110
Properties=species:S:1:pos:R:3:forces:R:3:lowdin_charge:R:1
C 4.85158 0.71578 -0.93797 -0.128 -0.552 0.440 -0.098
C 6.03256 -0.20898 -0.47633 -0.727 1.134 -0.447 -0.228
C 5.72570 -0.95956 0.84569 0.575 -0.157 -1.398 -0.162
C 4.51328 -1.82958 0.63728 -2.810 -1.334 -0.058 -0.154
N 3.53856 -2.47246 0.40581 3.822 2.455 0.851 0.165
H 3.93592 0.36625 -0.46102 -0.179 -0.242 -0.355 0.022
H 4.71457 0.74538 -2.01891 0.045 -0.237 0.015 0.071
H 4.86932 1.75502 -0.60968 0.706 0.016 0.152 0.058
H 6.88613 0.45352 -0.33273 0.248 -0.291 0.230 0.101
H 6.30909 -0.92076 -1.25414 -0.194 0.008 -0.010 0.079
H 5.76673 -0.20648 1.63264 -1.123 -0.381 0.353 0.110
H 6.60519 -1.57988 1.01824 -0.238 -0.423 0.172 0.110
C -5.76814 -0.72846 3.96548 0.113 -0.873 1.203 -0.093
C -4.90508 0.07918 4.89144 0.147 0.263 0.725 -0.279
C -3.94739 1.00037 4.17690 -0.462 0.639 -0.425 -0.196
C -2.76474 0.38765 3.58692 4.486 -2.081 -2.535 -0.147
N -1.80870 -0.08926 3.03752 -4.540 2.145 2.630 0.144
H -6.52884 -1.13810 4.63004 -0.493 -0.061 -0.378 0.075
H -5.16859 -1.60247 3.71103 -0.234 0.067 -1.035 0.083
H -6.21051 -0.13738 3.16359 0.180 -0.364 -0.113 0.059
H -4.35072 -0.57305 5.56626 -0.110 -0.048 0.151 0.115
H -5.54723 0.71335 5.50264 0.085 0.101 0.117 0.111
H -3.72342 1.86541 4.80112 0.564 -0.129 -0.043 0.125
H -4.53650 1.39046 3.34691 0.217 0.317 -0.316 0.095
C 1.14827 -4.43008 -4.14488 0.287 1.437 0.841 -0.090
C 2.67570 -4.20061 -4.05185 0.753 -1.081 -0.897 -0.253
C 3.30437 -3.52216 -2.83371 0.192 1.831 0.030 -0.185
C 4.80770 -3.30387 -2.83658 -2.459 -1.645 -0.053 -0.215
N 5.92375 -3.09521 -2.94831 0.982 0.313 0.064 0.129
H 0.86663 -5.06892 -4.98193 0.194 -0.240 0.329 0.074
H 0.61718 -3.48981 -4.29298 0.158 0.294 -0.334 0.065
H 0.71772 -4.70728 -3.18264 0.084 -0.789 -0.059 0.052
H 3.02874 -3.73780 -4.97341 -0.075 0.417 0.029 0.106
H 3.17019 -5.16972 -4.11826 -0.120 -0.346 0.101 0.101
H 2.83885 -3.86210 -1.90861 0.793 -0.382 0.205 0.094
H 3.07652 -2.45656 -2.80790 -0.858 0.264 -0.155 0.095
C -0.24827 2.50472 -5.14540 0.517 -0.475 -0.218 -0.117
C -1.16530 2.97213 -4.06690 0.251 0.756 1.572 -0.287
C -2.29848 3.89681 -4.55830 0.628 -0.847 0.228 -0.161
C -1.81597 4.64356 -5.73083 -1.165 0.477 -0.066 -0.241
N -1.49847 5.24233 -6.66101 0.058 -0.226 0.381 0.151
H 0.08933 3.33788 -5.76181 -0.433 -0.186 -0.384 0.065
H -0.78650 1.72108 -5.67862 0.439 0.110 -0.653 0.091
H 0.70580 2.12075 -4.78426 -0.234 -0.437 0.377 0.072
H -0.59098 3.50456 -3.30875 0.154 0.248 0.021 0.094
H -1.61545 2.15851 -3.49815 -0.026 -0.181 -0.203 0.095
H -2.62265 4.54156 -3.74141 0.041 0.256 -0.271 0.114
H -3.12180 3.20783 -4.74687 -0.264 0.521 -0.761 0.119
C 1.97792 5.23293 0.21648 -0.071 0.600 0.333 -0.094
C 0.83481 4.41203 0.78370 1.129 -0.600 1.776 -0.255
C -0.20607 3.89613 -0.13415 -1.392 0.691 -2.127 -0.189
C -1.56226 3.70370 0.31146 -4.157 -1.403 2.661 -0.171
N -2.69073 3.61726 0.66378 4.083 0.413 -1.383 0.163
H 2.65790 5.48139 1.03134 0.105 -0.290 0.147 0.065
H 1.60987 6.21856 -0.06842 0.016 -0.064 -0.648 0.075
H 2.58561 4.75925 -0.55452 -0.326 0.008 -0.197 0.078
H 0.44167 4.94840 1.64733 -0.491 0.264 -0.273 0.123
H 1.26695 3.54383 1.28129 0.080 -0.179 -0.049 0.083
H 0.09393 3.10318 -0.81922 0.137 -0.467 0.434 0.110
H -0.58476 4.62829 -0.84734 1.032 1.036 -0.694 0.124
N 1.00398 -3.99277 1.97878 1.091 -2.113 1.284 0.021
C 0.64655 -3.32511 3.11450 -1.825 -0.709 0.611 -0.129
C 0.61867 -4.27511 4.15945 0.038 2.709 0.603 -0.138
C 1.35488 -5.36168 3.77957 -0.859 -1.727 -2.256 -0.134
C 1.41185 -5.27424 2.39401 1.369 0.588 -0.461 -0.136
H 1.07912 -3.68744 1.01897 0.151 0.358 0.395 0.103
H 0.25278 -2.31989 3.08517 -0.180 -0.127 -0.050 0.079
H 0.05305 -4.30479 5.07901 0.377 0.994 0.263 0.091
H 1.56968 -6.22622 4.39014 0.006 -0.033 -0.218 0.094
H 1.91941 -5.94635 1.71795 -0.148 0.143 -0.206 0.094
N -2.18474 -5.11371 -1.81646 0.758 0.746 -0.309 0.007
C -1.19801 -4.66349 -0.97108 -0.146 -0.148 -0.255 -0.147
C -1.04747 -3.31788 -1.18915 1.022 -0.089 1.017 -0.139
C -1.88339 -2.93403 -2.21765 -1.475 -0.497 -1.414 -0.120
C -2.58797 -4.06278 -2.65052 0.358 -0.333 1.180 -0.100
H -2.44317 -6.09003 -1.80662 -0.233 0.378 -0.487 0.144
H -0.59068 -5.37031 -0.42522 -0.310 0.133 0.365 0.103
H -0.41778 -2.60941 -0.67149 0.239 -0.262 0.053 0.072
H -1.92947 -1.91819 -2.58144 -0.259 -0.182 -0.199 0.086
H -3.36598 -4.24440 -3.37724 0.119 0.264 0.041 0.098
N -0.56953 -0.07658 0.23606 1.225 -0.784 1.021 0.027
C 0.78730 -0.36506 0.18407 -0.693 0.710 -0.278 -0.111
C 1.20265 0.05340 -1.08298 1.212 -1.796 1.409 -0.119
C 0.09035 0.45949 -1.76700 -0.922 0.981 -1.945 -0.149
C -0.98951 0.40267 -0.93454 -1.154 0.136 -0.266 -0.178
H -1.19222 -0.26229 1.00930 0.287 0.033 0.286 0.078
H 1.26779 -0.83518 1.02937 0.156 0.149 -0.177 0.080
H 2.13896 -0.14481 -1.58340 0.156 0.156 0.436 0.078
H 0.14076 0.69796 -2.81913 -0.383 0.218 0.062 0.085
H -2.05240 0.57841 -1.01058 0.113 0.242 -0.515 0.115
N 4.45470 2.78219 3.90439 0.044 0.358 1.606 -0.010
C 3.64773 1.74864 4.24186 -0.220 -2.439 -0.697 -0.118
C 3.10611 1.18442 3.03684 0.346 2.745 2.019 -0.056
C 3.35809 2.22376 2.08556 0.938 -1.461 -0.725 -0.137
C 4.29980 3.07033 2.62806 -0.682 1.146 -2.449 -0.179
H 5.02537 3.37303 4.49206 -0.346 -0.443 0.287 0.158
H 3.55481 1.45956 5.27830 0.171 -0.299 -0.170 0.102
H 2.57596 0.25478 2.89147 -0.265 0.301 0.267 0.078
H 3.01500 2.19932 1.06180 0.230 0.052 -0.039 0.076
H 4.82954 3.90961 2.20215 -0.147 -0.061 -0.129 0.112
N -5.27295 2.41421 1.07354 -1.419 0.715 -0.850 0.001
C -5.50079 1.15800 0.67031 -0.166 -2.026 -0.286 -0.155
C -6.88635 0.86252 0.78823 2.914 -2.081 -0.382 -0.132
C -7.45863 1.98221 1.27297 -1.037 2.770 0.656 -0.146
C -6.48516 2.96653 1.30838 -0.615 1.112 1.474 -0.145
H -4.44351 2.97004 0.92122 0.365 -0.210 0.001 0.047
H -4.62537 0.58716 0.39795 -0.331 -0.431 -0.139 0.100
H -7.38312 -0.09291 0.70592 0.326 -0.054 -0.265 0.097
H -8.47031 2.08109 1.63786 -0.044 0.201 -0.352 0.097
H -6.54686 4.01683 1.55219 -0.139 -0.103 0.153 0.104
```
Forces are in eV/Å.

***

# 2
# C40H60O30

A cluster of 10 separate species, C40H60O30 in total in a non-equilibrium geometry (the ωB97M-V functional and the def2-TZVPD basis, the Open Molecules 2025 dataset).

- SMILES = C[C@H]1COC(=O)O1.C[C@H]1COC(=O)O1.C[C@H]1COC(=O)O1.C[C@H]1COC(=O)O1.C[C@H]1COC(=O)O1.C[C@H]1COC(=O)O1.C[C@H]1COC(=O)O1.C[C@H]1COC(=O)O1.C[C@H]1COC(=O)O1.C[C@H]1COC(=O)O1
- largest force on an atom (eV Å⁻¹) = 5.8
- calculated total energy (Ha) = -3817.38636
- energy above the lowest of the compared OMol25 structures with the same formula, charge and spin (kcal/mol) = 124.0
- HOMO-LUMO gap (Ha) = 0.3642

Structure (XYZ):
```
130
Properties=species:S:1:pos:R:3:forces:R:3:lowdin_charge:R:1
C 5.47304 5.20795 23.65158 0.019 0.047 0.730 0.003
C 5.71034 3.96958 22.74886 0.978 2.162 2.707 -0.294
C 4.56879 3.13652 22.24844 -0.368 -1.168 1.571 -0.095
O 4.78780 3.10037 20.89394 -0.647 -0.531 -2.142 0.092
C 5.65547 4.02664 20.54152 0.879 0.340 -3.898 -0.564
O 5.87922 4.33496 19.37391 -0.332 -0.319 2.390 0.117
O 6.27650 4.49451 21.59742 1.028 1.312 -1.493 0.096
H 4.77824 5.05185 24.47680 -0.363 -0.136 -0.266 0.093
H 5.24602 6.12663 23.11068 -0.672 -0.380 -0.445 0.063
H 6.37203 5.53091 24.17657 0.458 -0.551 -0.092 0.072
H 6.54780 3.44421 23.20793 -0.509 -0.774 0.216 0.159
H 3.55043 3.49495 22.39871 0.127 0.143 0.539 0.149
H 4.72129 2.12182 22.61619 -0.609 -0.019 0.209 0.145
C 7.20255 8.85450 25.20189 -0.744 0.209 0.662 -0.018
C 7.68736 8.02885 26.35894 1.217 0.165 1.110 -0.345
C 8.19747 8.85685 27.53042 0.942 -0.203 0.477 -0.048
O 7.68907 8.16327 28.70016 3.270 2.897 0.440 0.101
C 6.75962 7.35484 28.40474 -3.956 -0.551 1.087 -0.566
O 6.00098 6.93521 29.28137 1.526 -0.250 -3.150 0.123
O 6.65733 7.31819 27.02937 -1.785 -1.757 -0.102 0.062
H 6.89600 8.18973 24.39429 -0.010 0.437 -0.202 0.072
H 7.89969 9.64040 24.91127 0.500 -0.539 -0.292 0.098
H 6.38178 9.45664 25.59156 -0.547 -0.236 -0.258 0.093
H 8.46214 7.33181 26.03963 -0.075 -0.261 -0.041 0.153
H 7.84737 9.88606 27.45126 -0.293 -0.016 0.523 0.135
H 9.27815 8.86137 27.67259 -0.057 0.101 -0.336 0.139
C 7.47296 10.94618 16.36969 -0.894 0.439 -0.337 -0.006
C 6.38813 11.05467 17.44152 1.165 0.659 0.387 -0.320
C 6.55456 12.19999 18.42058 1.548 -0.356 -0.177 -0.108
O 5.30720 12.83222 18.47075 -1.497 0.539 0.974 0.069
C 4.48107 12.34134 17.49861 0.354 1.681 -0.457 -0.531
O 3.41207 12.79635 17.15081 1.441 -1.037 1.182 0.139
O 5.18529 11.42789 16.86623 -2.133 -1.638 -2.505 0.107
H 7.10912 10.17735 15.68806 0.929 -0.726 0.213 0.097
H 8.48301 10.93479 16.77930 -0.087 -1.013 0.106 0.094
H 7.52996 11.79420 15.68726 -0.547 0.659 0.367 0.091
H 6.26931 10.11534 17.98155 -0.116 -0.191 -0.194 0.132
H 7.28611 12.88883 17.99818 0.046 0.287 0.292 0.136
H 6.91699 11.79396 19.36498 -0.368 0.538 0.323 0.135
C 13.24118 7.37353 15.65553 -0.292 -1.397 2.011 -0.001
C 14.43111 6.41577 16.08153 -2.253 1.109 -1.911 -0.296
C 15.18492 6.07624 14.84962 0.199 -2.136 -2.114 -0.119
O 16.47995 6.57840 15.02978 0.188 -0.600 -1.444 0.106
C 16.46619 7.34007 16.08614 3.285 2.417 -0.117 -0.611
O 17.41079 8.07106 16.31378 -1.417 -0.704 0.800 0.127
O 15.33032 7.24205 16.71907 0.363 1.145 3.114 0.115
H 12.38971 6.76494 15.35102 -0.041 0.065 -0.324 0.080
H 13.44333 8.17197 14.94155 0.564 -0.395 -0.125 0.083
H 12.93535 7.85130 16.58628 -0.251 0.175 -0.038 0.073
H 14.14576 5.52516 16.64143 -0.153 0.464 0.334 0.136
H 14.68162 6.53392 13.99796 0.426 0.011 -0.291 0.129
H 15.35749 5.02281 14.62917 -0.649 -0.144 0.137 0.141
C 8.96756 4.18148 17.71012 -0.028 -1.373 0.177 -0.002
C 9.71047 3.04683 16.93861 -1.815 1.753 -0.732 -0.308
C 9.77708 3.18169 15.39801 -1.247 1.140 0.347 -0.077
O 11.14759 3.39300 15.13024 0.200 -0.768 -1.403 0.094
C 11.86388 3.34604 16.23111 1.681 1.182 1.209 -0.521
O 13.06604 3.54491 16.30080 -2.271 -0.721 -0.057 0.123
O 11.02676 3.23528 17.30054 2.723 -1.186 0.678 0.075
H 9.01017 4.03725 18.78969 0.203 -0.651 0.140 0.080
H 7.89581 4.15453 17.51330 0.085 0.654 -0.454 0.082
H 9.52772 5.11140 17.61228 -0.543 0.131 -0.817 0.086
H 9.28231 2.04784 17.02103 0.428 -0.126 1.335 0.148
H 9.25844 4.06219 15.01875 -0.156 -0.037 0.032 0.139
H 9.31635 2.29581 14.96095 0.713 -0.030 -0.490 0.132
C 1.63233 9.30020 24.77311 0.134 1.361 3.504 -0.035
C 1.92443 9.00651 23.41093 0.461 -0.529 -1.219 -0.312
C 3.12260 8.11254 23.14967 1.733 0.122 1.181 -0.095
O 2.64379 7.11036 22.29735 0.769 -0.396 -0.545 0.064
C 1.32090 7.18468 22.24588 -1.195 -3.146 -2.618 -0.599
O 0.65657 6.40635 21.57218 0.867 1.388 1.254 0.120
O 0.86476 8.14924 22.96296 -1.419 1.637 0.119 0.136
H 0.68848 9.82824 24.90876 -0.108 -0.134 -0.221 0.105
H 2.38153 9.99883 25.14557 0.169 0.160 0.084 0.105
H 1.66233 8.47123 25.48023 -0.109 -0.321 -0.326 0.107
H 1.97007 9.95608 22.87771 -0.238 -0.324 -0.611 0.146
H 3.51431 7.63668 24.04867 -0.553 -0.188 0.508 0.127
H 4.04619 8.55720 22.77901 -0.490 0.476 -0.779 0.129
C 1.80647 4.73913 19.11670 -0.425 1.959 -0.344 0.023
C 2.09186 6.18433 18.53838 -1.271 -2.800 2.196 -0.270
C 3.11300 6.95390 19.30195 -0.511 0.085 0.737 -0.144
O 3.84431 7.49272 18.25703 1.807 0.881 -1.031 0.052
C 3.66695 6.75575 17.11015 4.086 3.100 -2.707 -0.532
O 4.37782 6.94881 16.10398 -2.352 -0.954 3.171 0.108
O 2.67223 5.97222 17.26386 -1.626 -1.344 -0.695 0.141
H 1.18965 4.29919 18.33307 0.346 -0.734 0.238 0.087
H 1.23072 4.79725 20.04041 -0.075 0.180 -0.166 0.059
H 2.75010 4.25590 19.36997 -0.043 -0.266 -0.604 0.073
H 1.17843 6.77787 18.50021 -0.082 -0.265 -0.608 0.135
H 3.72378 6.35308 19.97580 0.230 -0.176 -0.138 0.128
H 2.63834 7.73506 19.89574 0.266 -0.022 -0.213 0.105
C 0.03731 9.31792 19.25145 -2.332 1.131 -1.104 -0.004
C 0.96977 10.52390 19.22460 -1.249 -1.510 -0.326 -0.336
C 0.91239 11.42329 20.44678 -2.532 -1.326 -0.535 -0.095
O 2.16994 11.32010 21.05109 1.229 0.516 -0.783 0.063
C 2.94857 10.46180 20.31889 1.588 -1.028 0.707 -0.435
O 4.10296 10.16846 20.65183 -3.424 0.701 -1.358 0.114
O 2.17931 9.90245 19.31635 5.366 0.340 1.546 0.049
H -0.92370 9.76168 18.99139 -0.596 -0.225 0.079 0.091
H -0.15100 8.75999 20.16871 0.696 0.309 0.320 0.088
H 0.18924 8.61004 18.43664 0.511 0.198 0.026 0.082
H 0.94734 11.05290 18.27184 -0.296 0.097 0.019 0.164
H 0.19291 10.92031 21.09291 -0.089 0.397 0.499 0.129
H 0.44896 12.34877 20.10501 1.098 0.751 0.753 0.147
C 11.34318 10.73274 12.38523 -0.057 0.277 0.093 -0.016
C 10.72561 9.47969 13.03670 -0.048 1.049 -0.252 -0.271
C 9.61297 9.71292 14.09123 0.682 0.622 0.028 -0.109
O 8.71108 8.67280 13.81187 -0.859 -1.272 -0.262 0.052
C 8.86214 8.27032 12.50966 -0.606 0.079 0.335 -0.555
O 8.13183 7.57486 11.87003 0.207 0.235 0.798 0.163
O 9.96370 8.82792 12.03409 0.544 -0.153 -1.422 0.078
H 11.92779 10.58334 11.47747 0.010 -0.832 0.095 0.081
H 12.01690 11.29624 13.03073 -0.193 -0.141 0.394 0.082
H 10.56453 11.41165 12.03756 -0.277 -0.009 0.337 0.084
H 11.47072 8.74541 13.34286 0.151 0.231 0.410 0.142
H 9.05324 10.63791 13.95268 0.308 0.364 -0.401 0.124
H 9.91407 9.71408 15.13882 0.216 -0.533 -0.113 0.115
C 6.97984 8.46959 20.62865 -0.362 -0.946 -0.590 0.012
C 7.90635 7.71044 19.63520 -1.608 1.692 2.342 -0.296
C 7.32879 7.26954 18.31473 -0.593 -0.920 2.116 -0.094
O 8.45585 7.40158 17.50042 0.704 -0.751 -1.554 0.079
C 9.35601 8.19410 18.08583 2.522 2.197 -3.823 -0.585
O 10.34845 8.67672 17.52712 -1.975 -1.655 1.104 0.098
O 8.92631 8.58188 19.23004 0.765 1.083 2.451 0.120
H 6.26551 7.72731 20.98483 -0.215 -0.116 0.067 0.070
H 6.36819 9.24893 20.17409 0.241 0.043 -0.192 0.053
H 7.45440 8.86495 21.52675 0.470 -0.041 -0.275 0.080
H 8.33726 6.87717 20.19023 0.257 -0.174 -0.165 0.156
H 6.45604 7.82890 17.97780 0.157 -0.082 -0.261 0.128
H 7.11271 6.23894 18.59627 -0.540 -0.290 -1.382 0.108
```
Forces are in eV/Å.